This record from OMol25 describes one molecule with the formula C6H6. The level of theory is wB97M-V/def2-TZVPD.

```
12
Properties=species:S:1:pos:R:3:forces:R:3:mulliken_charge:R:1
C 3.1783 -0.6907 0.7664 -0.1 0.0 -0.1 -0.981
C 2.1526 -0.3742 0.0138 -0.1 0.0 0.0 0.264
C 1.0602 -0.1168 -0.6057 -0.1 -0.2 0.3 0.679
C -0.1794 -0.0570 -0.9298 0.1 -0.1 0.3 -0.266
C -1.4917 -0.0964 -0.9331 0.2 0.0 0.1 -0.416
C -2.2828 0.6877 0.0860 0.0 0.1 0.0 -0.948
H 3.0189 -1.3760 1.5968 0.1 0.0 -0.2 0.231
H 4.1862 -0.3157 0.6221 -0.2 0.1 -0.1 0.252
H -2.0126 -0.7828 -1.6006 0.1 0.2 0.1 0.312
H -2.6852 0.0091 0.8500 0.1 0.1 -0.2 0.264
H -1.6324 1.4096 0.5893 -0.2 -0.1 -0.1 0.311
H -3.1366 1.2089 -0.3549 0.1 0.0 0.0 0.297
```
Forces are in eV/Å.

frontier orbital gap = 0.33390 hartree
2S+1 = 1
molar mass = 78.1 Da
ΔE to the lowest compared entry with this formula, charge and spin = 378.61 kJ/mol
LUMO level = 0.01925 Ha
energy = -232.0821 hartree

***

This record from OMol25 describes a 3-piece molecular cluster, C30H60FN3O4S overall. The level of theory is wB97M-V/def2-TZVPD.

```
99
Properties=species:S:1:pos:R:3:forces:R:3:mulliken_charge:R:1
C 2.9196 -1.7310 -0.1184 -0.6 0.1 -0.8 -2.313
C 2.7452 -0.2088 -0.3993 0.1 -1.1 0.9 3.264
C 3.7369 0.5070 0.5558 0.0 -0.6 0.1 -1.739
C 1.2738 0.1218 0.0203 0.8 0.9 0.1 -1.427
C 3.0269 -0.0291 -1.9074 -0.8 0.6 0.4 -2.398
C 3.2677 1.4010 -2.4507 0.2 0.3 -1.2 2.664
C 3.1844 1.2697 -4.0108 0.9 0.0 0.6 -2.241
C 4.7095 1.9377 -2.2009 -0.7 -0.1 0.4 -1.688
C 2.2019 2.4299 -2.0376 0.3 -0.5 -0.1 -0.088
C 1.0303 2.5609 -2.7623 -0.4 -0.4 -0.6 0.036
C 0.0431 3.4434 -2.3988 -0.2 -0.1 -0.3 -0.308
C 0.2120 4.2296 -1.2844 -1.2 1.0 -0.2 0.197
O -0.8331 5.0899 -0.9207 0.2 -0.7 0.7 -0.574
C -1.8066 4.3308 -0.1836 -0.3 -0.5 -0.1 -0.503
C -2.9846 3.8799 -1.0677 -0.2 0.3 0.4 -0.702
O -2.9418 2.4716 -1.3025 -0.2 0.1 -0.4 -0.322
C -4.1135 1.8344 -0.8366 0.1 -0.3 0.1 -0.446
C -4.0602 0.3068 -1.0775 0.0 0.4 0.8 -0.846
N -2.7464 -0.1662 -1.5718 -0.7 -0.3 -0.3 -0.287
S -2.6559 -0.2578 -3.2109 -1.0 -1.2 -0.7 1.112
O -3.7671 0.3449 -3.8493 0.1 1.2 0.3 -0.591
O -2.4016 -1.5990 -3.5944 1.0 -0.4 0.3 -0.633
F -1.3761 0.5571 -3.5407 -0.2 0.2 0.3 -0.085
C 1.3621 4.1635 -0.5516 0.4 0.1 0.4 -1.261
C 2.3300 3.2638 -0.9475 1.0 -0.1 0.7 0.083
H 2.1703 -2.2498 -0.7367 0.3 -0.1 0.0 0.480
H 3.9103 -2.0908 -0.4174 -0.1 0.0 0.3 0.415
H 2.6729 -1.9898 0.9157 0.3 0.1 0.0 0.542
H 3.3810 1.4792 0.8988 0.2 0.0 -0.3 0.327
H 3.8292 -0.1243 1.4500 -0.1 0.3 0.0 0.503
H 4.7503 0.5523 0.1439 -0.2 0.2 0.0 0.135
H 0.7779 -0.7204 0.5090 -0.1 0.0 -0.4 0.409
H 1.3268 0.9137 0.7794 -0.3 -0.1 -0.2 0.242
H 0.7071 0.5412 -0.8151 -0.2 -0.3 0.1 0.056
H 2.1346 -0.4086 -2.4302 0.2 0.0 0.1 0.262
H 3.8495 -0.6909 -2.2086 0.1 0.3 0.0 0.533
H 3.2894 2.2621 -4.4615 -0.3 -0.1 0.0 0.459
H 4.0877 0.7205 -4.3099 -0.4 -0.2 -0.2 0.526
H 2.2848 0.7546 -4.3459 0.2 0.0 -0.1 0.401
H 4.9797 2.5652 -3.0548 0.2 -0.1 0.2 0.452
H 5.4060 1.1030 -2.0797 0.0 0.2 -0.2 0.314
H 4.7731 2.5576 -1.3049 0.1 -0.2 -0.1 0.331
H 0.8094 1.9522 -3.6309 0.3 0.0 0.1 0.189
H -0.8670 3.4812 -2.9869 0.0 0.1 0.2 0.418
H -1.3521 3.4022 0.1844 0.0 0.2 0.0 0.264
H -2.1478 4.8758 0.7025 0.1 0.4 -0.4 0.433
H -3.9433 4.1123 -0.5860 0.2 0.1 0.0 0.487
H -2.9609 4.4544 -2.0020 0.1 -0.3 0.0 0.362
H -4.1745 2.0104 0.2477 -0.3 0.0 -0.2 0.510
H -5.0144 2.2151 -1.3365 0.2 0.2 0.1 0.285
H -4.9080 -0.0343 -1.6780 0.3 0.1 -0.2 0.410
H -4.1985 -0.1701 -0.1011 0.2 0.0 -0.2 0.321
H -2.6527 -1.1296 -1.2606 0.5 0.1 -0.1 0.403
H 1.5372 4.7725 0.3290 -0.2 0.1 -0.1 0.462
H 3.2264 3.2075 -0.3383 -0.1 0.1 -0.1 0.152
C -8.2441 2.2399 0.0223 0.0 0.0 0.0 -1.354
C -8.2721 1.0940 1.0226 -0.1 0.1 -0.1 -0.452
N -7.5354 1.3740 2.2420 0.3 -0.1 0.1 0.229
C -7.3327 0.1975 3.0728 0.1 -0.2 0.0 -0.630
C -8.5668 -0.4764 3.6822 0.0 -0.1 0.1 -1.029
C -7.9176 2.5849 2.9504 -0.1 0.3 -0.1 -0.739
C -9.3748 2.7210 3.4082 0.0 0.1 0.1 -0.985
H -7.2176 2.5252 -0.2153 0.0 0.0 0.1 0.211
H -8.7310 1.9329 -0.9046 0.0 0.0 0.0 0.441
H -8.7738 3.1205 0.3879 0.0 0.0 0.0 0.343
H -7.8177 0.2233 0.5403 0.0 -0.1 0.2 0.471
H -9.3208 0.8273 1.2235 0.0 0.0 -0.1 0.236
H -6.6355 0.4504 3.8767 0.0 0.1 0.0 0.418
H -6.8059 -0.5478 2.4667 -0.1 0.1 -0.1 0.277
H -8.9684 0.0926 4.5193 -0.1 0.0 -0.1 0.216
H -8.2906 -1.4586 4.0723 0.0 0.0 0.0 0.427
H -9.3604 -0.6301 2.9504 0.0 0.0 0.0 0.269
H -7.6829 3.4397 2.3101 0.0 -0.1 -0.1 0.368
H -7.2597 2.7088 3.8146 0.0 -0.2 0.0 0.393
H -10.0838 2.4133 2.6384 0.0 0.0 0.0 0.250
H -9.5869 3.7660 3.6451 0.0 0.0 0.0 0.374
H -9.5738 2.1463 4.3113 -0.1 -0.1 -0.1 0.273
C 5.1709 -5.9898 -0.3267 0.0 -0.1 0.1 -1.427
C 6.3305 -5.0207 -0.1494 0.0 -0.2 0.0 -0.416
N 6.3876 -4.4097 1.1672 0.0 0.3 0.1 0.210
C 7.3190 -3.2957 1.2400 0.0 0.2 -0.1 -0.582
C 8.8104 -3.5875 1.0388 0.1 0.1 0.1 -1.070
C 6.4186 -5.3253 2.2949 -0.2 -0.3 0.1 -0.752
C 7.5593 -6.3489 2.3603 0.0 0.0 0.2 -0.973
H 4.2187 -5.5059 -0.1026 0.0 0.0 0.1 0.267
H 5.1372 -6.3368 -1.3606 0.0 0.0 0.0 0.447
H 5.2715 -6.8719 0.3074 0.0 0.0 0.0 0.307
H 6.2055 -4.2287 -0.8934 0.1 0.1 0.1 0.465
H 7.2679 -5.5414 -0.3991 0.0 0.0 -0.1 0.272
H 7.1852 -2.7874 2.1993 0.0 -0.1 0.0 0.427
H 7.0142 -2.5611 0.4866 -0.1 -0.1 -0.1 0.238
H 9.2529 -4.0637 1.9126 0.0 -0.1 0.0 0.229
H 9.3481 -2.6489 0.8853 0.0 0.0 0.0 0.430
H 8.9973 -4.2141 0.1662 0.0 0.0 0.0 0.270
H 5.4720 -5.8725 2.3123 0.0 0.0 -0.1 0.390
H 6.4092 -4.7434 3.2203 0.1 0.1 -0.1 0.375
H 7.7486 -6.8235 1.3965 0.0 0.0 0.0 0.250
H 7.2991 -7.1410 3.0662 0.0 0.0 0.0 0.374
H 8.4874 -5.9031 2.7147 0.0 0.0 -0.1 0.274
```
Forces are in eV/Å.

frontier orbital gap = 0.31323 hartree
2S+1 = 1
molar mass = 577.9 Da
LUMO level = 0.01434 Ha
energy = -2142.2668 hartree

***

This record from OMol25 describes C12H21NS as an isolated structure. The level of theory is wB97M-V/def2-TZVPD.

```
35
Properties=species:S:1:pos:R:3:forces:R:3:mulliken_charge:R:1
C 0.0123 1.3778 1.1540 3.8 1.7 1.4 -0.888
C -1.0793 1.0311 0.5419 1.7 -0.8 -3.9 1.091
C -0.9905 -1.3800 -0.4635 -0.1 2.6 -3.4 -0.142
C 1.5011 1.5495 0.6568 -1.5 0.5 1.7 -0.771
C 1.6001 0.9352 -0.7123 2.2 1.8 -0.2 -1.660
C -0.9659 0.5375 -0.8848 -0.8 -3.5 1.0 -0.655
C 0.3932 0.8589 -1.5854 -1.9 2.3 -1.8 2.469
C -2.3110 0.9485 1.2173 -3.4 0.0 3.2 -1.848
C 0.6874 -0.0983 -2.7765 0.4 1.2 2.4 -1.661
C 0.1623 2.3700 -2.1029 0.3 -2.2 -2.5 -1.872
C -0.7986 -2.8434 2.2564 -1.3 -2.6 2.7 -0.900
C 0.0283 -2.8865 1.0330 -0.8 -1.1 -0.8 -0.705
N -0.0742 -1.6016 0.4389 -1.9 -2.4 -2.3 0.157
S -1.7417 -2.4484 -1.5168 0.0 0.8 1.2 -0.283
H -0.0513 1.7213 2.1682 -0.3 -0.1 0.7 0.444
H 1.7530 2.6739 0.7024 -0.4 -1.6 -0.2 0.395
H 2.1927 1.0514 1.4410 -1.0 0.7 -1.4 0.302
H 2.4465 1.5029 -1.2327 -1.2 -0.8 0.1 0.458
H 1.9630 -0.0359 -0.6569 0.9 -2.0 0.5 0.551
H -1.9486 0.5883 -1.5193 2.1 0.1 1.1 0.285
H -3.1484 0.4876 0.6678 0.3 0.6 0.0 0.395
H -2.5358 1.9594 1.6225 -0.6 -0.4 -0.7 0.407
H -2.2877 0.3949 2.2019 0.4 0.1 -1.0 0.290
H 0.0340 -0.9007 -2.6465 -0.9 -1.5 -0.6 0.235
H 1.7023 -0.4348 -2.7044 0.6 -0.3 -0.1 0.361
H 0.5650 0.4366 -3.6558 -0.4 0.6 -1.9 0.461
H 0.9587 2.7291 -2.8100 -0.3 -0.3 1.1 0.379
H 0.0237 2.9442 -1.2660 0.2 1.9 2.0 0.556
H -0.7588 2.5103 -2.6759 -0.1 -0.5 0.0 0.441
H -1.8924 -2.6607 1.9803 1.4 -0.6 0.5 0.237
H -0.6411 -3.7702 3.0549 -0.7 2.0 -2.4 0.304
H -0.4869 -2.0223 2.8505 0.2 1.1 0.6 0.312
H 1.0216 -3.1734 1.1206 2.1 -0.2 0.9 0.466
H -0.3235 -3.6306 0.3143 -0.4 0.3 0.0 0.376
H 0.3089 -0.8216 0.8140 1.5 2.7 2.0 0.013
```
Forces are in eV/Å.

frontier orbital gap = 0.30616 hartree
2S+1 = 1
molar mass = 211.4 Da
ΔE to the lowest compared entry with this formula, charge and spin = 165.63 kJ/mol
LUMO level = 0.02423 Ha
energy = -922.6557 hartree

***

This record from OMol25 describes C30H24BrMoN7OS as an isolated structure. The level of theory is wB97M-V/def2-TZVPD.

```
65
Properties=species:S:1:pos:R:3:forces:R:3:mulliken_charge:R:1
Mo 0.2566 -0.0632 0.1834 -0.4 0.3 0.2 0.374
C 3.3224 -0.0069 -3.0116 0.0 0.0 -0.1 -1.729
C 2.2857 -0.3875 -2.0064 0.0 0.1 -0.1 0.541
N 1.4468 0.4644 -1.4974 0.1 0.0 -0.1 1.336
N 1.6459 1.7874 -1.8031 -0.1 0.1 0.1 -1.770
C 0.6720 2.4016 -2.4404 0.3 0.0 -0.1 0.349
N 0.8433 3.7588 -2.5464 0.1 -0.1 0.0 -0.419
S -0.6515 1.7038 -3.2652 -0.2 0.0 -0.1 -0.415
C 2.1330 -1.7624 -1.5589 0.0 -0.1 0.0 0.884
C 2.9195 -2.8198 -2.0333 0.0 0.1 0.0 -1.070
C 2.6740 -4.0994 -1.5886 0.0 0.0 0.0 -0.414
C 1.6456 -4.3244 -0.6766 0.0 0.0 0.0 -0.977
C 0.9213 -3.2378 -0.2395 0.0 0.0 0.0 -0.221
N 1.1560 -1.9924 -0.6604 0.1 0.1 0.0 0.671
H 3.0695 0.9551 -3.4464 0.0 0.0 0.0 0.409
H 3.3884 -0.7484 -3.8086 0.0 0.0 0.0 0.451
H 4.3085 0.0811 -2.5467 0.0 0.0 0.0 0.282
H 1.4495 4.2010 -1.8756 0.0 0.0 0.0 0.240
H 0.0822 4.2811 -2.9360 -0.1 0.0 0.0 0.219
H 3.7126 -2.6224 -2.7388 0.0 0.0 0.0 0.433
H 3.2777 -4.9232 -1.9470 0.0 0.0 0.0 0.423
H 1.4194 -5.3143 -0.3074 0.0 0.0 0.0 0.430
H 0.1200 -3.3507 0.4824 0.0 0.0 0.0 0.378
Br 3.3409 -0.4775 7.0378 0.0 0.0 0.0 -0.209
C 2.8959 -0.3709 5.2021 -0.1 0.0 -0.1 -0.376
C 3.8459 0.1063 4.2844 0.1 0.0 0.0 -0.283
C 3.5442 0.1859 2.9547 0.0 0.0 0.0 -0.980
C 2.2722 -0.1906 2.4431 0.1 0.0 0.1 0.210
O 2.0933 -0.0972 1.1718 -0.1 0.0 -0.1 -0.212
C 1.3180 -0.6712 3.3881 -0.1 0.0 0.0 0.459
C 0.0072 -1.1362 3.0650 0.2 0.1 0.0 0.429
N -0.5685 -1.0938 1.9089 0.0 0.0 -0.2 0.498
C -1.8769 -1.6108 1.7184 -0.1 -0.1 0.1 0.905
C -2.6909 -2.1313 2.6986 0.1 0.0 -0.1 -1.168
C -3.9669 -2.6373 2.3890 0.0 0.0 0.0 -1.034
C -4.4272 -2.6355 1.1029 0.0 0.0 0.1 -0.883
C -3.6239 -2.1058 0.0712 0.0 0.0 0.0 0.791
C -4.0329 -2.0852 -1.2845 0.0 0.0 -0.1 -0.712
C -3.2058 -1.5675 -2.2341 0.0 0.0 0.1 -1.167
C -1.9611 -1.0327 -1.8410 0.0 0.0 0.0 -0.538
N -1.5637 -1.0276 -0.5906 0.2 0.0 0.1 0.899
C -2.3577 -1.5753 0.3795 -0.1 -0.1 0.0 0.060
C 1.6663 -0.7563 4.7592 0.1 0.0 0.0 -0.779
H 4.8220 0.4100 4.6401 0.0 0.0 0.0 0.420
H 4.2678 0.5501 2.2377 0.0 0.0 0.0 0.445
H -0.5278 -1.5709 3.9062 0.0 0.0 0.0 0.055
H -2.3720 -2.1624 3.7300 0.0 0.0 0.0 0.375
H -4.5785 -3.0336 3.1884 0.0 0.0 0.0 0.395
H -5.4043 -3.0328 0.8582 0.0 0.0 0.0 0.423
H -5.0049 -2.4869 -1.5455 0.0 0.0 0.0 0.422
H -3.4812 -1.5333 -3.2785 0.0 0.0 0.0 0.449
H -1.2987 -0.5446 -2.5504 0.0 0.0 0.0 0.528
H 0.9314 -1.1330 5.4603 0.0 0.0 0.0 0.475
N -0.3911 1.5146 0.4299 0.2 -0.4 0.2 -0.355
C -0.7800 2.8255 0.6067 -0.1 0.1 -0.2 0.302
C -1.8054 3.3621 -0.1760 0.1 0.1 0.1 -0.043
C -2.1814 4.6826 0.0063 0.0 0.0 0.0 -0.751
C -1.5410 5.4715 0.9540 0.0 0.0 0.0 -0.417
C -0.5166 4.9372 1.7250 0.0 0.0 0.0 -0.584
C -0.1323 3.6168 1.5572 -0.1 0.0 0.0 -0.442
H -2.2536 2.7459 -0.9433 0.0 0.0 0.0 0.395
H -2.9712 5.1025 -0.6043 0.0 0.0 0.0 0.379
H -1.8370 6.5043 1.0889 0.0 0.0 0.0 0.380
H -0.0118 5.5536 2.4584 0.0 0.0 0.0 0.376
H 0.6691 3.1863 2.1438 0.0 0.0 0.0 0.456
```
Forces are in eV/Å.

frontier orbital gap = 0.20496 hartree
2S+1 = 1
molar mass = 706.5 Da
ΔE to the lowest compared entry with this formula, charge and spin = 72.59 kJ/mol
LUMO level = -0.03871 Ha
energy = -4656.6272 hartree

***

This record from OMol25 describes a 2-piece molecular cluster, HN2O3S overall. The level of theory is wB97M-V/def2-TZVPD.

```
7
Properties=species:S:1:pos:R:3:forces:R:3:mulliken_charge:R:1
N 2.7492 -0.1920 0.1345 0.5 -1.3 -0.1 -0.391
N 1.9691 0.5931 0.0689 1.4 -0.6 0.3 0.872
O -2.5629 -1.3958 -0.0185 -0.2 -0.1 0.1 -0.598
O 1.2952 1.5245 0.0546 -1.9 2.0 -0.2 -0.498
O -0.2537 -0.7844 -0.6212 0.1 0.0 0.0 -0.604
S -1.3619 -0.6141 0.3633 -0.4 1.4 -0.5 0.236
H -1.8351 0.8687 0.0184 0.5 -1.4 0.3 -0.017
```
Forces are in eV/Å.

frontier orbital gap = 0.25770 hartree
2S+1 = 1
molar mass = 109.1 Da
ΔE to the lowest compared entry with this formula, charge and spin = 362.41 kJ/mol
total charge = -1
LUMO level = 0.14666 Ha
energy = -733.9781 hartree

***

This record from OMol25 describes a 2-piece molecular cluster, C4H8O2 overall. The level of theory is wB97M-V/def2-TZVPD.

```
14
Properties=species:S:1:pos:R:3:forces:R:3:mulliken_charge:R:1
C -0.4204 -2.5122 1.0181 0.0 0.0 -0.1 -0.718
C 0.1801 -1.8352 0.0435 0.0 -0.1 0.3 0.010
O -0.3937 -1.6320 -1.1697 0.1 0.0 0.0 -0.541
H -1.4163 -2.9203 0.8770 0.1 0.0 0.0 0.255
H 0.0864 -2.6834 1.9607 0.0 0.1 -0.2 0.252
H 1.1801 -1.4154 0.1717 -0.2 -0.1 0.0 0.333
H 0.0899 -0.9183 -1.6227 -0.1 -0.1 0.0 0.415
C 0.2303 2.5178 0.1700 0.1 0.0 0.0 -1.046
C -0.0680 1.3046 -0.6539 0.3 0.0 -0.2 0.355
O 0.6779 0.8742 -1.5118 -0.3 0.2 0.4 -0.580
H 0.1542 2.2575 1.2321 0.0 0.0 -0.1 0.285
H 1.2303 2.8910 -0.0586 -0.1 0.0 0.0 0.305
H -0.5162 3.2963 -0.0244 0.1 -0.1 0.0 0.310
H -1.0147 0.7754 -0.4320 0.1 0.1 0.0 0.364
```
Forces are in eV/Å.

frontier orbital gap = 0.35447 hartree
2S+1 = 1
molar mass = 88.1 Da
ΔE to the lowest compared entry with this formula, charge and spin = 170.86 kJ/mol
LUMO level = 0.03077 Ha
energy = -307.6474 hartree